[1]
Molecular formula: C30H58Cl6O12S5
Method: DFT, ωB97M-V/def2-TZVPD

XYZ file:
```
111
Properties=species:S:1:pos:R:3:forces:R:3
O -0.03337 2.54258 -3.65792 0.201 -0.678 -0.347
S 0.56386 1.23785 -3.85269 0.950 -0.164 1.059
O -0.26853 0.05408 -3.94118 0.040 0.310 -0.375
C 1.80667 1.27988 -5.18082 -0.724 0.293 0.313
C 2.97828 0.44744 -4.68773 -0.195 -0.812 -0.474
C 3.14978 0.65767 -3.17289 1.027 1.189 -0.320
C 1.81318 0.92304 -2.52970 -1.204 0.166 0.619
H 2.01534 2.34471 -5.28585 0.172 -0.038 -0.080
H 1.32049 0.89970 -6.07675 0.099 0.022 -0.059
H 2.77782 -0.59384 -4.95472 -0.089 -0.061 0.300
H 3.87640 0.69302 -5.25395 0.071 0.186 0.189
H 3.79316 1.54151 -3.08435 -0.295 0.185 0.128
H 3.75131 -0.09104 -2.65951 -0.393 -0.459 -0.228
H 1.72121 1.79581 -1.87997 0.575 0.213 -0.236
H 1.47280 0.10857 -1.88670 -0.164 -0.264 -0.438
O 2.70940 0.73783 1.07343 -0.054 0.850 -0.227
S 3.81739 0.29189 1.87090 0.319 -1.958 1.568
O 3.66970 0.18560 3.32110 0.088 0.347 -1.258
C 4.30871 -1.33385 1.17276 1.291 0.684 1.630
C 5.21592 -0.98552 -0.00121 -0.481 0.147 -0.818
C 5.55736 0.52915 0.02015 -0.467 0.698 -1.090
C 5.38216 1.08974 1.44018 -0.243 -1.048 -1.144
H 3.45433 -1.99912 1.09956 -0.200 0.297 -0.596
H 4.94216 -1.76707 1.95308 -0.199 0.050 0.176
H 6.15087 -1.54150 -0.02746 -0.201 -0.333 0.255
H 4.65605 -1.22146 -0.90800 0.348 0.084 -0.190
H 4.89624 1.03652 -0.69009 -0.323 0.095 0.401
H 6.52178 0.75020 -0.43872 0.309 -0.267 0.536
H 5.33267 2.16887 1.52921 -0.027 0.020 0.037
H 6.17112 0.61489 2.02234 -0.235 0.349 0.637
O 2.97770 4.06871 -0.49190 0.693 -0.455 -0.647
S 2.36703 5.35671 -0.68570 -1.088 0.437 2.105
O 2.41272 6.07240 -1.93000 -0.040 -0.213 -0.039
C 0.65381 5.15849 0.01076 0.125 0.862 0.002
C 0.41245 6.31786 1.01254 -0.185 0.060 -0.726
C 1.57535 7.28262 0.90131 0.939 1.051 -0.170
C 2.85934 6.43844 0.71409 -1.724 -0.525 -0.178
H 0.62146 4.20061 0.52071 0.060 -0.200 -0.385
H -0.07550 5.24561 -0.79031 0.144 -0.434 -0.180
H -0.51206 6.82284 0.73332 -0.013 0.017 0.149
H 0.29266 5.99949 2.04673 0.100 -0.345 -0.058
H 1.59541 7.95811 1.75953 0.321 -0.284 0.184
H 1.47667 7.97573 0.06116 -0.135 -0.249 -0.215
H 2.80121 5.69202 1.50934 0.785 0.087 0.222
H 3.81963 6.92486 0.59836 -0.012 0.026 -0.080
O 2.33657 -7.93058 0.43995 -0.356 0.379 -0.219
S 1.71304 -6.88408 -0.34193 -0.230 0.561 -0.256
O 2.12887 -6.70065 -1.72741 -0.472 -0.094 0.949
C -0.10875 -6.99327 -0.22611 -0.403 0.137 -0.063
C -0.71883 -5.61524 0.11224 2.454 0.276 -0.711
C 0.39259 -4.89657 0.93967 -0.997 0.791 1.896
C 1.79818 -5.28330 0.52990 0.510 -0.102 -0.715
H -0.32700 -7.66163 0.60505 0.135 -0.331 -0.209
H -0.46495 -7.36788 -1.18372 0.033 -0.305 0.126
H -0.77119 -4.99147 -0.78119 -0.509 -0.333 -0.260
H -1.69504 -5.71060 0.57145 0.065 0.139 0.255
H 0.24562 -5.00978 2.02130 0.107 -0.872 -0.080
H 0.25835 -3.81122 0.93758 0.096 -0.112 -0.774
H 2.54223 -5.38542 1.31802 -0.310 -0.121 0.254
H 2.22408 -4.57745 -0.18536 -0.137 -0.104 -0.191
O -5.78397 -0.27069 1.10618 0.469 -0.032 -0.899
S -5.95792 -0.61947 -0.29504 -1.467 -0.445 -0.185
O -6.21270 0.39161 -1.29418 0.175 0.060 0.311
C -4.67024 -1.70410 -0.93583 -0.164 -0.076 0.756
C -5.36990 -2.83229 -1.69065 -0.101 -0.700 0.167
C -6.71074 -3.15855 -0.98100 -0.399 1.041 -0.743
C -7.28843 -1.86816 -0.35420 0.619 -0.722 0.413
H -4.21974 -2.07744 -0.01325 0.391 -0.082 -0.215
H -4.00612 -1.03877 -1.48178 0.166 -0.251 -0.104
H -5.52412 -2.64653 -2.75278 -0.073 0.485 0.073
H -4.83291 -3.78338 -1.66699 0.585 0.349 0.040
H -6.61652 -3.96959 -0.26446 0.112 0.105 0.110
H -7.41912 -3.45237 -1.75498 0.049 -0.419 0.129
H -7.52080 -2.04718 0.69328 -0.365 0.222 -0.063
H -8.14655 -1.54057 -0.93111 0.070 0.495 0.183
O -1.69434 2.79514 4.16753 -0.065 -0.163 -0.091
C -0.50164 2.88738 4.20750 -0.280 0.057 0.213
C 0.54577 1.85439 3.86550 -0.719 1.068 0.137
C 1.83867 2.67889 3.87281 -0.187 -1.140 0.235
C 1.46164 4.07720 4.34223 0.982 -0.180 -0.427
O 0.08303 4.01670 4.67934 0.189 0.872 0.077
H 0.45898 1.14120 4.68603 0.285 -0.251 -0.202
H 0.26054 1.37971 2.93423 0.282 -0.232 -0.032
H 2.43539 2.20030 4.64439 0.757 0.131 -0.539
H 2.27227 2.67153 2.87633 0.409 -0.070 0.226
H 2.15116 4.38279 5.13270 -0.820 -0.106 0.722
H 1.69757 4.83634 3.59014 -0.771 -0.017 -0.334
Cl -4.19196 -3.51336 -5.58877 -0.102 -0.050 0.176
C -2.81664 -3.65987 -4.48466 1.272 -0.991 -0.236
C -2.36345 -2.32905 -3.94381 -0.183 0.296 0.390
Cl -1.53352 -2.59656 -2.37620 0.237 -0.136 -0.065
H -1.98822 -4.11721 -5.03629 -0.126 0.382 -0.384
H -2.92187 -4.43339 -3.72276 -1.005 0.429 0.239
H -3.17468 -1.64591 -3.70482 -0.143 -0.115 -0.205
H -1.67259 -1.83376 -4.61831 0.044 0.084 0.133
Cl -1.89392 2.18161 -0.75889 -0.060 0.203 -0.172
C -0.71473 1.28350 0.24545 -0.527 -0.175 -0.731
C -0.94070 -0.17520 -0.08580 -0.178 -0.324 -0.553
Cl 0.02650 -1.26798 0.94670 -0.022 0.190 -0.065
H -0.93153 1.61723 1.25106 0.277 -0.343 0.251
H 0.27552 1.53733 -0.12221 0.115 0.297 0.490
H -0.66708 -0.33462 -1.13009 0.398 0.003 0.139
H -1.96948 -0.53238 -0.09252 -0.095 0.345 0.692
Cl -2.31429 -1.54313 3.97030 0.003 -0.636 0.537
C -3.45309 -0.26192 3.47471 0.978 -0.294 -1.234
C -3.95119 0.59124 4.59385 -0.259 -0.022 -0.463
Cl -5.39336 -0.16316 5.32558 -0.075 -0.031 0.278
H -4.22726 -0.72040 2.86453 -0.205 0.055 0.340
H -2.79841 0.25401 2.76848 -0.423 0.704 0.232
H -4.26846 1.53160 4.14847 0.041 0.122 0.304
H -3.20079 0.73478 5.36226 -0.037 0.157 -0.004
```
Forces are in eV/Å.

SMILES string: O=S1(=O)CCCC1.O=S1(=O)CCCC1.O=S1(=O)CCCC1.O=S1(=O)CCCC1.O=S1(=O)CCCC1.O=C1CCCO1.ClCCCl.ClCCCl.ClCCCl
Maximum force: 2.57 eV Å⁻¹
HOMO energy: -10.11 eV
Energy relative to the best compared isomer or geometry (same formula, charge and spin): 0.0 kcal per mole

---

[2]
Molecular formula: C30H58Cl6O14
Method: DFT, ωB97M-V/def2-TZVPD

XYZ file:
```
108
Properties=species:S:1:pos:R:3:forces:R:3
C 2.40200 -0.95818 3.52413 -0.438 1.251 1.274
C 0.90896 -0.82257 3.95854 1.237 -0.218 -0.532
O 0.51646 -1.91727 4.80386 0.109 0.267 -0.218
C -0.73835 -1.81793 5.27106 0.015 -0.706 1.223
C -0.97260 -2.97396 6.24613 0.410 0.411 -1.021
O -1.50907 -0.92541 5.02925 0.172 -0.082 -0.228
H 2.60859 -1.95473 3.19355 0.180 -0.650 -0.084
H 3.12448 -0.63236 4.31303 -0.691 -0.583 -0.426
H 2.61899 -0.28134 2.69531 -0.341 -0.027 -0.116
H 0.67065 0.09046 4.49611 0.202 0.256 -0.131
H 0.30858 -0.88163 3.06629 -0.395 0.174 -0.366
H -1.97720 -2.95733 6.62943 -0.384 -0.129 -0.083
H -0.28163 -2.83733 7.07292 0.165 -0.165 0.039
H -0.71640 -3.89025 5.69019 -0.232 0.149 0.537
C -1.60858 1.24575 2.43561 0.331 0.114 -1.057
C -0.61655 2.34921 2.54830 2.464 0.393 -0.453
O -0.49172 3.22788 1.39843 -0.583 -0.565 0.061
C 0.11798 2.79470 0.29949 -0.550 1.902 -0.360
C 0.16120 3.94262 -0.67143 1.123 -2.404 -2.065
O 0.53429 1.69616 0.04868 0.083 -0.633 0.576
H -1.61362 0.67520 3.36112 -0.027 -0.322 -0.223
H -1.46716 0.65825 1.48720 -0.016 0.309 1.251
H -2.50658 1.79580 2.35219 -1.655 0.053 -0.126
H -0.82373 3.10313 3.30211 -0.145 -0.478 0.490
H 0.42074 1.98336 2.64215 -0.370 -0.139 0.577
H -0.12784 4.90210 -0.36348 -0.458 1.002 0.586
H -0.39986 3.57193 -1.54267 -0.523 0.501 0.327
H 1.14936 3.91176 -1.14516 0.216 0.424 0.463
C -6.73727 5.22212 -0.83495 1.055 1.712 1.559
C -5.36763 4.62076 -0.43124 -1.314 -0.312 -0.612
O -5.57437 3.39937 0.31661 -0.245 0.256 -0.491
C -5.72705 2.27157 -0.41557 1.000 -0.142 1.692
C -5.87602 1.10102 0.46700 -0.107 -0.027 1.607
O -5.54215 2.13660 -1.57561 -0.225 0.720 -2.154
H -7.18291 5.68798 0.07084 0.074 -0.422 -0.428
H -7.47342 4.59990 -1.27066 -0.335 -1.144 -0.438
H -6.59681 6.06572 -1.51223 0.216 -0.046 -0.143
H -4.74056 4.42317 -1.28018 0.194 -0.287 -0.459
H -4.81989 5.28773 0.21115 0.004 0.212 0.428
H -6.24160 0.23983 -0.06304 0.169 -0.305 -0.199
H -6.52102 1.32094 1.31085 -0.335 0.032 0.060
H -4.90030 0.95085 0.95754 -0.163 -0.312 -0.441
C 3.74310 1.28367 -0.74434 -1.532 -0.480 0.166
C 3.87254 -0.22353 -0.58143 1.274 0.262 -1.395
O 3.43565 -0.88136 -1.80382 0.069 0.858 -0.603
C 2.91780 -2.11221 -1.73311 0.188 1.021 -1.968
C 2.33534 -2.53876 -3.10488 1.377 -0.522 -0.021
O 2.94829 -2.75646 -0.73709 -0.407 -1.078 1.181
H 4.35938 1.77966 -1.45421 0.805 -0.139 -0.844
H 3.91684 1.79014 0.18590 0.169 0.035 0.732
H 2.70169 1.50923 -0.99992 0.116 -0.022 -0.004
H 4.92210 -0.50905 -0.39542 -0.451 -0.080 0.033
H 3.24226 -0.61268 0.16169 -0.655 -0.246 1.390
H 3.08809 -2.39254 -3.96335 -1.172 -0.031 1.439
H 1.41615 -2.00498 -3.30526 -0.060 0.375 -0.108
H 2.07598 -3.60284 -3.02677 0.161 0.269 -0.081
C 0.75520 2.58649 -4.37900 1.423 0.457 -2.473
C 1.72581 1.51519 -4.92561 -0.555 0.512 0.239
O 1.22254 0.38468 -5.67561 -0.157 -0.386 0.013
C 0.25945 0.44974 -6.62550 -0.273 -0.991 0.923
C 0.10773 -0.87496 -7.36817 1.012 0.095 0.010
O -0.49621 1.36091 -6.78407 0.012 0.850 -0.324
H 1.37739 3.36371 -3.93879 0.076 0.028 0.140
H 0.21015 2.12708 -3.64460 -1.738 -0.875 1.932
H 0.10870 3.05195 -5.13750 0.277 -0.363 0.308
H 2.46562 1.93222 -5.56902 0.621 0.637 -0.424
H 2.24100 1.11038 -4.04600 -0.111 -0.347 -0.395
H -0.95431 -0.99654 -7.62057 0.537 -0.030 -0.097
H 0.49976 -1.71425 -6.76575 -0.380 0.418 -0.198
H 0.76812 -0.82841 -8.26810 -0.758 -0.032 0.438
C 5.50396 -5.63147 4.56985 -2.016 -0.756 -0.051
C 4.18459 -4.83911 4.58918 -0.060 -1.278 -0.799
O 4.11443 -3.88650 5.65205 1.154 1.583 -0.207
C 4.84002 -2.70710 5.39220 -1.853 -0.622 -0.311
C 4.56254 -1.61051 6.37884 0.600 0.323 0.739
O 5.50527 -2.53056 4.40964 0.134 -0.506 0.132
H 6.27995 -4.92804 4.65205 1.397 0.498 -0.418
H 5.49957 -6.31950 3.69846 0.369 0.823 0.214
H 5.51416 -6.28878 5.41969 0.176 -0.240 0.646
H 4.10986 -4.31070 3.62437 -0.335 -0.176 0.369
H 3.34745 -5.58134 4.72205 0.560 1.158 -0.084
H 5.00634 -1.90701 7.33686 -0.057 0.137 -0.046
H 3.51114 -1.37564 6.58965 0.196 -0.438 -0.377
H 5.08081 -0.70160 6.02145 -0.293 -0.519 0.204
C -4.59542 3.43436 -5.10395 -0.310 -0.094 0.475
C -3.07169 3.20008 -5.12180 -0.974 -1.439 -0.412
O -2.66986 2.08252 -4.17135 -0.370 1.093 -1.240
C -2.61827 2.39990 -2.89191 -1.427 2.030 1.066
C -2.32079 1.24166 -1.99314 0.774 -1.666 -1.069
O -2.91667 3.52679 -2.45761 1.060 -1.928 -0.779
H -5.10988 2.47580 -5.20156 0.064 0.020 0.076
H -5.02654 4.08574 -5.86958 0.825 -0.155 -0.582
H -4.97855 3.93233 -4.22332 0.313 -0.257 0.697
H -2.87251 2.73748 -6.12789 0.554 0.726 1.160
H -2.51144 4.09228 -4.85319 0.168 -0.180 -0.252
H -1.97343 0.29822 -2.49015 -0.273 1.047 -0.085
H -3.18634 0.93593 -1.45636 -1.084 0.114 0.340
H -1.58632 1.43919 -1.25328 0.723 0.644 0.574
Cl 3.15485 -5.64457 0.01735 -0.725 -0.344 0.160
C 1.96853 -6.45968 1.02162 1.482 0.746 2.313
Cl 0.98078 -5.31159 2.00838 0.420 -0.320 -0.674
Cl 2.82454 -7.56623 2.19025 -0.200 0.354 -0.384
H 1.31265 -7.11272 0.54506 -0.951 -0.583 -1.312
Cl -0.27862 -1.10684 -0.20590 0.310 0.543 -0.121
C -0.63466 -2.79537 -0.23344 0.591 -0.799 -1.273
Cl -1.15166 -3.31192 -1.93167 -0.191 0.300 1.032
Cl -1.73738 -3.20546 1.03901 -0.473 -0.277 0.016
H 0.28203 -3.37213 -0.13442 -0.034 0.206 0.358
```
Forces are in eV/Å.

SMILES string: CCOC(C)=O.CCOC(C)=O.CCOC(C)=O.CCOC(C)=O.CCOC(C)=O.CCOC(C)=O.CCOC(C)=O.ClC(Cl)Cl.ClC(Cl)Cl
Maximum force: 3.36 eV Å⁻¹
HOMO energy: -9.94 eV

---

Number 1: LUMO energy 0.080 eV. Number 2: LUMO energy 0.462 eV.